(1)
This record from the Open Molecules 2025 dataset describes C4H8N2OS in the gas phase in a non-equilibrium geometry. The level of theory is the ωB97M-V functional and the def2-TZVPD basis.

Geometry as XYZ:
```
16
Properties=species:S:1:pos:R:3:forces:R:3
C 0.915369 -1.888252 -1.553183 0.190 1.228 -1.464
C 0.247859 0.401296 -0.960178 0.338 1.794 -0.508
C -0.285403 1.086279 1.379874 -0.567 0.840 -0.548
C -0.886668 1.922429 2.224145 -0.322 -0.618 -0.645
H 1.881816 -1.480309 -1.947204 -0.962 -0.341 0.347
H 1.132472 -2.822566 -1.067831 -0.191 -0.291 0.464
H 0.222208 -2.041744 -2.436226 0.680 0.168 1.051
H -0.397212 -1.929953 0.822203 -0.745 0.972 -1.257
H -0.722528 2.139250 -0.333009 0.805 -1.080 -0.048
H 0.293882 0.284293 1.748544 0.287 -0.971 0.172
H -1.083853 1.575699 3.208799 0.463 0.155 0.880
H -1.436325 2.781876 1.894330 -0.210 0.286 -0.222
N 0.375629 -0.901858 -0.599481 0.212 -0.973 -0.307
N -0.291367 1.254529 -0.009517 -0.213 0.343 -0.218
O -0.768876 -1.392860 0.057325 0.710 -1.132 1.485
S 0.802998 1.011892 -2.428590 -0.477 -0.380 0.817
```
Positions in Å, forces in eV/Å.

SMILES: C=CNC(=S)N(C)O
HOMO-LUMO gap: 8.5395 eV
energy: -740.0636 a.u.

Computed natural (NBO) charges, given in elementary charges:
1 C -0.433
2 C 0.279
3 C 0.023
4 C -0.477
5 H 0.241
6 H 0.204
7 H 0.214
8 H 0.472
9 H 0.423
10 H 0.195
11 H 0.210
12 H 0.193
13 N -0.179
14 N -0.605
15 O -0.544
16 S -0.215


(2)
This record from the Open Molecules 2025 dataset describes a molecular structure, C4H8N2OS in a non-equilibrium geometry. The level of theory is the ωB97M-V functional and the def2-TZVPD basis.

Geometry as XYZ:
```
16
Properties=species:S:1:pos:R:3:forces:R:3
C 2.616384 -0.675903 1.488699 4.227 -1.403 0.337
C 1.099924 -0.510580 1.504172 1.649 -3.626 -0.390
C -1.615068 0.512890 -0.898852 -0.571 -2.266 2.110
C -1.133209 0.820159 -2.260932 1.073 3.040 -4.178
H 3.111786 -1.298171 0.570042 -1.764 2.012 1.439
H 2.904172 0.416381 1.493401 1.101 -1.497 -0.077
H 3.335184 -1.431583 2.309353 -2.861 2.776 -1.492
H 0.740443 0.330877 2.097239 -0.062 -0.454 -0.155
H 0.774861 -1.555946 1.730853 -0.851 1.302 0.639
H -3.522726 0.603641 -1.617141 -2.869 1.162 -4.063
H -3.405809 0.289988 0.102358 -0.144 0.121 -1.261
H 0.053110 1.539609 -2.239806 -3.331 -2.482 -0.102
N -0.823428 0.153464 0.154707 -3.525 1.133 -4.129
N -3.044318 0.430188 -0.850480 5.741 -0.762 6.025
O -1.808891 0.773213 -3.336667 2.639 -0.182 4.610
S 0.717585 -0.398226 -0.246946 -0.450 1.125 0.689
```
Positions in Å, forces in eV/Å.

HOMO-LUMO gap: 7.3032 eV
energy: -739.9964 a.u.

Computed natural (NBO) charges, given in elementary charges:
1 C -0.652
2 C -0.561
3 C 0.269
4 C 0.353
5 H 0.224
6 H 0.218
7 H 0.221
8 H 0.243
9 H 0.223
10 H 0.398
11 H 0.409
12 H 0.134
13 N -0.618
14 N -0.786
15 O -0.519
16 S 0.444


no.,HOMO (eV)
1,-8.21
2,-8.03